Entry 1:
A 3-piece molecular cluster, C3H10O3S overall at a distorted geometry. Source: the OMol25 dataset; level of theory: the ωB97M-V functional and the def2-TZVPD basis.

XYZ file:
```
17
C3H10O3S | the OMol25 dataset | the ωB97M-V functional and the def2-TZVPD basis
C 0.224 0.509 -0.363
O 1.005 -0.148 0.695
C -0.063 1.925 0.192
C -0.569 3.007 -0.903
S -2.008 4.167 -0.820
H 0.697 0.492 -1.279
H -0.782 0.046 -0.532
H 0.784 2.434 0.742
H -0.828 1.689 1.069
H -0.655 2.386 -1.726
H 0.244 3.646 -1.156
H 0.060 -3.700 1.160
H -1.171 -4.170 0.630
O -0.671 -4.395 1.435
H 1.034 -1.155 0.604
H 1.590 -3.823 0.171
O 1.109 -2.911 0.081
```

Total charge: -2
LUMO energy in eV: 5.935
E_HOMO in Eh: -0.004
HOMO-LUMO gap in eV: 6.032
F_max in eV/A: 3.7

natural (NBO) atomic charge list, values in e, 4 entries: number 1, C, carries -0.054; number 2, O, carries -0.799; number 3, C, carries -0.415; number 4, C, carries -0.514



Entry 2:
A 3-piece molecular cluster, C3H10O3S overall at a distorted geometry. Source: the OMol25 dataset; level of theory: the ωB97M-V functional and the def2-TZVPD basis.

XYZ file:
```
17
C3H10O3S | the OMol25 dataset | the ωB97M-V functional and the def2-TZVPD basis
O -1.356 2.074 -1.059
C -0.909 1.109 -1.594
C -0.539 -0.176 -0.875
C -0.601 0.054 0.627
S 0.538 -1.008 1.460
H -0.725 1.063 -2.676
H -1.101 -0.976 -1.332
H 0.486 -0.429 -1.208
H -1.622 -0.134 0.989
H -0.316 1.062 0.933
H 0.809 -0.319 2.594
H 1.169 3.126 0.045
H -0.075 3.173 0.953
O 0.855 2.912 0.929
H 1.631 -3.254 -0.029
H 0.870 -4.449 0.493
O 0.884 -3.828 -0.250
```

Total charge: +1
LUMO energy (alpha / beta) in eV: -3.749 / -9.079
2S+1: 2
E_HOMO (alpha / beta) in Eh: -0.526 / -0.525
<S²>: 0.75
HOMO-LUMO gap (alpha / beta) in eV: 10.575 / 5.209
F_max in eV/A: 1.5

natural (NBO) atomic charge list, values in e, 4 entries: number 1, O, carries -0.498; number 2, C, carries 0.456; number 3, C, carries -0.545; number 4, C, carries -0.630



Entry 3:
A 3-piece molecular cluster, C3H10O4 overall. Source: the OMol25 dataset; level of theory: the ωB97M-V functional and the def2-TZVPD basis.

XYZ file:
```
17
C3H10O4 | the OMol25 dataset | the ωB97M-V functional and the def2-TZVPD basis
O 2.983 0.457 -0.870
C 2.030 -0.152 -1.277
C 0.830 -0.437 -0.421
C 1.118 -0.161 1.035
O -0.167 -0.244 1.680
H 1.953 -0.451 -2.334
H 0.011 0.214 -0.742
H 0.492 -1.455 -0.621
H 1.827 -0.877 1.451
H 1.491 0.833 1.256
H -0.114 0.145 2.541
H -3.027 0.156 -2.166
H -2.605 0.126 -0.727
O -2.235 0.166 -1.624
H -3.204 0.502 1.919
H -1.946 0.090 1.133
O -2.897 0.234 1.040
```

LUMO energy in eV: 0.490
SMILES string: O=CCCO.O.O
E_HOMO in Eh: -0.364
HOMO-LUMO gap in eV: 10.407
F_max in eV/A: 0.8

natural (NBO) atomic charge list, values in e, 4 entries: number 1, O, carries -0.530; number 2, C, carries 0.452; number 3, C, carries -0.551; number 4, C, carries -0.053



Entry 4:
C3H10O4 as an isolated structure at a distorted geometry. Source: the OMol25 dataset; level of theory: the ωB97M-V functional and the def2-TZVPD basis.

XYZ file:
```
17
C3H10O4 | the OMol25 dataset | the ωB97M-V functional and the def2-TZVPD basis
H 0.973 -1.075 1.273
O 1.001 -0.964 2.576
O 0.469 -1.231 0.209
H 1.031 0.001 2.721
H 0.032 -0.951 2.358
C -0.533 -0.409 0.131
O -0.877 0.308 1.075
C -1.313 -0.438 -1.167
H -1.486 -1.431 -1.607
H -2.405 -0.284 -0.953
C -0.818 0.729 -2.052
H -1.096 0.713 -3.103
H -1.156 1.643 -1.499
H 0.240 0.858 -1.826
O 2.207 0.855 0.953
H 2.289 0.268 0.183
H 1.443 1.406 0.727
```

LUMO energy in eV: 0.617
E_HOMO in Eh: -0.383
HOMO-LUMO gap in eV: 11.050
F_max in eV/A: 2.3

natural (NBO) atomic charge list, values in e, 4 entries: number 1, H, carries 0.500; number 2, O, carries -0.863; number 3, O, carries -0.726; number 4, H, carries 0.515



Entry 5:
C3H10O4 as an isolated structure. Source: the OMol25 dataset; level of theory: the ωB97M-V functional and the def2-TZVPD basis.

XYZ file:
```
17
C3H10O4 | the OMol25 dataset | the ωB97M-V functional and the def2-TZVPD basis
C 0.992 0.344 -0.326
C 1.903 0.816 0.784
O 0.063 1.288 -0.627
O 0.314 -0.903 0.173
O 1.655 -0.044 -1.491
H 2.323 -0.705 -1.272
H -0.664 0.855 -1.138
H -2.999 -1.459 0.298
H 1.316 1.057 1.668
H 2.631 0.045 1.035
H 2.422 1.711 0.444
C -2.483 -0.550 -0.046
O -1.790 -0.600 -1.127
H -0.320 -1.144 -0.582
H -3.034 0.372 0.193
H -1.646 -0.461 1.118
H -0.683 -0.621 0.895
```

LUMO energy in eV: 0.560
E_HOMO in Eh: -0.354
HOMO-LUMO gap in eV: 10.183
F_max in eV/A: 0.4

natural (NBO) atomic charge list, values in e, 4 entries: number 1, C, carries 0.759; number 2, C, carries -0.660; number 3, O, carries -0.717; number 4, O, carries -0.737



Entry 6:
A 3-piece molecular cluster, C3H10O5 overall at a distorted geometry. Source: the OMol25 dataset; level of theory: the ωB97M-V functional and the def2-TZVPD basis.

XYZ file:
```
18
C3H10O5 | the OMol25 dataset | the ωB97M-V functional and the def2-TZVPD basis
O 2.479 -0.326 -1.812
C 1.835 -0.551 -0.830
O 1.747 -1.791 -0.289
C 1.163 0.423 0.087
C 1.774 0.362 1.503
O 0.868 1.041 2.382
H 2.446 -2.430 -0.466
H 0.086 0.265 0.173
H 1.020 1.438 -0.288
H 2.796 0.740 1.527
H 1.704 -0.649 1.849
H 0.972 1.990 2.266
H -2.503 0.154 -2.212
H -3.407 -0.756 -1.663
O -2.756 -0.760 -2.384
H -3.276 1.039 -0.153
H -3.892 -0.326 0.212
O -3.056 0.137 0.097
```

LUMO energy in eV: 0.255
SMILES string: O=C(O)CCO.O.O
E_HOMO in Eh: -0.375
HOMO-LUMO gap in eV: 10.471
F_max in eV/A: 1.8

natural (NBO) atomic charge list, values in e, 4 entries: number 1, O, carries -0.565; number 2, C, carries 0.797; number 3, O, carries -0.721; number 4, C, carries -0.558



Entry 7:
One molecule with the formula C3H10OP2S2 at a distorted geometry. Source: the OMol25 dataset; level of theory: the ωB97M-V functional and the def2-TZVPD basis.

XYZ file:
```
18
C3H10OP2S2 | the OMol25 dataset | the ωB97M-V functional and the def2-TZVPD basis
C 0.420 1.675 -1.363
C 2.151 -0.117 0.284
C -1.180 -2.292 1.223
O -2.410 0.172 0.404
P 0.534 0.827 0.288
P -1.165 -0.756 -0.094
S 0.378 1.826 1.944
S -1.452 -1.356 -1.955
H 0.013 2.649 -1.296
H 1.470 1.578 -1.567
H -0.111 0.966 -1.949
H 2.005 -0.714 -0.690
H 2.932 0.500 0.610
H 2.100 -0.864 1.085
H -0.257 -2.804 0.888
H -1.138 -1.775 2.100
H -2.175 -2.770 1.185
H -3.118 0.196 -0.159
```

LUMO energy in eV: 0.348
SMILES string: CP(C)(=S)[P@@](C)(O)=S
E_HOMO in Eh: -0.309
HOMO-LUMO gap in eV: 8.755
F_max in eV/A: 4.5

natural (NBO) atomic charge list, values in e, 4 entries: number 1, C, carries -0.937; number 2, C, carries -0.961; number 3, C, carries -0.840; number 4, O, carries -0.990



Entry 8:
A 2-piece molecular cluster, C3H10OS overall at a distorted geometry. Source: the OMol25 dataset; level of theory: the ωB97M-V functional and the def2-TZVPD basis.

XYZ file:
```
15
C3H10OS | the OMol25 dataset | the ωB97M-V functional and the def2-TZVPD basis
C -0.269 0.761 -2.106
C 0.758 -0.295 -1.742
S 0.433 -1.474 -0.371
C 2.097 -2.152 -0.395
H -0.759 0.380 -3.013
H -1.029 0.854 -1.339
H 0.076 1.739 -2.446
H 1.105 -0.940 -2.540
H 1.658 0.205 -1.346
H 2.195 -3.065 0.197
H 2.841 -1.490 0.060
H 2.319 -2.343 -1.444
H -3.805 1.774 5.384
H -3.629 3.413 5.354
O -3.989 2.634 5.749
```

LUMO energy in eV: 0.883
SMILES string: CCSC.O
E_HOMO in Eh: -0.311
HOMO-LUMO gap in eV: 9.358
F_max in eV/A: 2.3

natural (NBO) atomic charge list, values in e, 4 entries: number 1, C, carries -0.629; number 2, C, carries -0.510; number 3, S, carries 0.175; number 4, C, carries -0.752